(1)
146
Properties=species:S:1:pos:R:3:mulliken_charge:R:1 method="wB97M-V/def2-TZVPD" total_charge=-1 homo_lumo_gap_ev=5.43 multiplicity=1 de_lowest_ev=0.000 lumo_ev=0.176
C 2.3231 4.2220 -2.7121 -1.187
C 1.2607 4.0129 -1.5781 0.043
C -0.0197 4.8765 -1.8268 -1.071
C -1.0530 4.0805 -2.6962 0.657
C -2.3755 3.6367 -1.9979 1.216
P -2.5732 3.7762 -0.1591 0.269
O -2.7114 5.4362 0.1272 -0.599
Br -4.6136 2.9631 0.4189 -0.054
O -3.5847 3.9002 -2.7080 -0.277
B -3.6585 2.9467 -3.8431 1.372
O -3.1404 3.6033 -5.0590 -0.706
C -3.9854 4.6065 -5.5558 -0.444
C -3.6732 6.0389 -5.0085 -0.500
O -4.8602 6.5725 -4.4146 -0.437
C -4.6852 6.9967 -3.0713 0.141
C -5.8956 6.5434 -2.2105 -0.917
C -5.0867 2.1894 -3.9986 0.997
C -5.4102 1.3708 -5.1112 -0.847
C -6.6410 0.7349 -5.3104 -0.294
N -7.6435 0.8694 -4.4298 -0.719
C -7.3548 1.6198 -3.3713 -0.525
C -6.1662 2.3029 -3.0650 -0.141
O -2.6655 1.8669 -3.5659 -0.971
C -2.3817 2.0328 -2.1995 -0.954
C -1.2691 1.1755 -1.5224 -0.826
C -0.4179 0.2990 -2.4363 0.560
C -0.0167 0.5931 -3.7449 0.369
C 0.7892 -0.2779 -4.5161 -1.273
C 1.2150 -1.4893 -3.9571 0.073
C 0.8410 -1.8092 -2.6414 -0.771
C 0.0500 -0.9308 -1.8908 -0.570
H 2.2280 3.4459 -3.4940 0.239
H 3.3586 4.1659 -2.3383 0.348
H 2.2014 5.1914 -3.2256 0.289
H 1.7480 4.2430 -0.6156 0.469
H 1.0336 2.9346 -1.5886 -0.097
H -0.4237 5.3256 -0.9101 0.225
H 0.3304 5.7209 -2.4536 0.405
H -0.5339 3.2167 -3.1315 -0.668
H -1.3483 4.7182 -3.5447 0.005
H -2.1377 5.6556 0.8708 0.342
H -3.8261 4.6461 -6.6580 0.374
H -5.0701 4.4440 -5.4136 0.105
H -2.7865 6.0669 -4.3592 0.213
H -3.4514 6.6884 -5.8863 0.405
H -4.7215 8.1091 -3.0638 0.378
H -3.7898 6.5934 -2.5748 -0.072
H -6.8532 6.6608 -2.7442 0.342
H -5.9504 7.1159 -1.2668 0.366
H -5.7856 5.4811 -1.9257 -0.024
H -4.6342 1.2451 -5.8809 0.266
H -6.7756 0.1517 -6.2300 0.330
H -8.1823 1.7580 -2.6515 0.327
H -6.0508 2.9129 -2.1641 0.086
H -3.3146 1.6549 -1.7115 0.638
H -0.6589 1.8548 -0.8930 0.368
H -1.7609 0.4969 -0.8015 0.209
H -0.3411 1.5218 -4.2212 0.256
H 1.0273 0.0240 -5.5415 0.378
H 1.8125 -2.1805 -4.5640 0.314
H 1.1443 -2.7476 -2.1611 0.380
H -0.2143 -1.1888 -0.8586 0.373
C -6.5480 -2.2756 4.8057 -0.321
C -5.1612 -2.2168 4.8449 -0.409
C -4.4815 -1.3478 4.0045 -0.360
C -5.2026 -0.5441 3.1367 -0.194
C -6.5847 -0.5993 3.0838 -0.339
C -7.2587 -1.4713 3.9238 -0.661
N -4.4892 0.3955 2.2607 1.224
O -3.2710 0.4117 2.3136 -0.608
O -5.1472 1.1135 1.5335 -0.750
H -7.0782 -2.9516 5.4670 0.392
H -4.6128 -2.8458 5.5319 0.595
H -3.4018 -1.3051 4.0381 0.488
H -7.1423 0.0266 2.4008 0.465
H -8.3394 -1.5220 3.8939 0.374
C 6.5999 -1.6681 -7.9132 -0.497
C 5.3517 -2.0212 -8.4121 -0.531
C 4.3848 -2.5342 -7.5620 -0.316
C 4.6804 -2.6834 -6.2175 -0.033
C 5.9215 -2.3419 -5.7099 -0.226
C 6.8867 -1.8323 -6.5637 -0.453
N 3.6527 -3.2029 -5.3077 0.963
O 2.5747 -3.5115 -5.7851 -0.648
O 3.9314 -3.2913 -4.1292 -0.547
H 7.3520 -1.2624 -8.5788 0.370
H 5.1319 -1.8934 -9.4640 0.376
H 3.4153 -2.8073 -7.9542 0.453
H 6.1472 -2.4640 -4.6617 0.546
H 7.8553 -1.5597 -6.1813 0.485
C -2.8646 2.5030 5.2800 -0.521
C -2.6608 3.1696 6.4815 -0.486
C -1.4732 3.0017 7.1754 -0.355
C -0.4982 2.1680 6.6532 0.049
C -0.6920 1.4920 5.4596 -0.575
C -1.8841 1.6619 4.7711 -0.231
N 0.7708 2.0078 7.3753 1.022
O 0.9014 2.6005 8.4303 -0.621
O 1.6199 1.2954 6.8779 -0.607
H -3.7919 2.6405 4.7362 0.431
H -3.4279 3.8235 6.8756 0.380
H -1.3197 3.5227 8.1097 0.446
H 0.0698 0.8387 5.0580 0.453
H -2.0526 1.1440 3.8356 0.648
C 8.4180 -5.0460 -0.2084 -0.437
C 9.4792 -5.5558 -0.9460 -0.488
C 9.7562 -5.0478 -2.2049 -0.372
C 8.9661 -4.0283 -2.7093 0.121
C 7.9004 -3.5163 -1.9864 -0.073
C 7.6272 -4.0309 -0.7294 -0.753
N 9.2724 -3.4716 -4.0326 1.037
O 10.1999 -3.9539 -4.6510 -0.631
O 8.5802 -2.5548 -4.4349 -0.620
H 8.2069 -5.4413 0.7781 0.451
H 10.0926 -6.3482 -0.5372 0.386
H 10.5827 -5.4477 -2.7750 0.449
H 7.2829 -2.7237 -2.3850 0.450
H 6.8011 -3.6390 -0.1536 0.447
C 11.9909 -2.3451 4.2389 -0.391
C 11.7789 -1.9958 2.9118 -0.492
C 10.4974 -2.0204 2.3841 -0.243
C 9.4401 -2.3919 3.1969 0.039
C 9.6384 -2.7494 4.5193 -0.395
C 10.9225 -2.7254 5.0405 -0.417
N 8.0782 -2.3953 2.6467 1.088
O 7.9435 -2.0946 1.4767 -0.598
O 7.1677 -2.6961 3.3918 -0.608
H 12.9923 -2.3198 4.6505 0.371
H 12.6131 -1.7012 2.2888 0.372
H 10.3373 -1.7477 1.3503 0.472
H 8.8096 -3.0430 5.1480 0.448
H 11.0907 -2.9998 6.0735 0.370
C -8.0274 -7.1477 8.8719 -0.392
C -7.2419 -7.1795 7.7273 -0.482
C -6.3322 -6.1630 7.4819 -0.199
C -6.2175 -5.1258 8.3919 0.035
C -6.9995 -5.0783 9.5331 -0.360
C -7.9092 -6.0962 9.7716 -0.434
N -5.2373 -4.0599 8.1466 1.039
O -4.5799 -4.1228 7.1240 -0.647
O -5.1370 -3.1813 8.9768 -0.607
H -8.7337 -7.9458 9.0642 0.374
H -7.3369 -7.9989 7.0272 0.372
H -5.7231 -6.1924 6.5893 0.452
H -6.9091 -4.2637 10.2378 0.443
H -8.5246 -6.0724 10.6612 0.367


(2)
135
Properties=species:S:1:pos:R:3:mulliken_charge:R:1 method="wB97M-V/def2-TZVPD" total_charge=-1 homo_lumo_gap_ev="5.47 / 5.81" multiplicity=2 s2=0.787 de_lowest_ev=2.689 lumo_ev="2.282 / 1.603"
Ti -0.4594 0.1442 -0.4482 0.080
C 2.9967 -3.4268 -1.0437 1.928
C 2.0155 -4.4528 -0.6171 -1.850
C 0.7403 -4.1846 -0.3404 -1.015
C 0.0275 -2.8870 -0.2583 -0.427
N 0.5404 -1.6672 -0.5334 1.808
C 1.9255 -1.5479 -0.9902 -0.317
N -1.1956 -3.0924 0.2142 0.046
C -2.1280 -2.1841 0.3998 -1.159
N -2.1944 -0.8535 -0.0334 0.823
C -3.4371 -0.3705 0.3082 -0.517
N -4.0060 0.7606 0.0120 -0.346
C -3.3840 1.7392 -0.6941 -0.732
C -4.2523 2.7403 -1.1930 -0.204
C -3.7567 3.8461 -1.8234 -1.178
C -2.3721 3.9560 -1.9585 -0.950
C -1.5930 2.9288 -1.4942 -0.884
N -2.0435 1.8140 -0.8751 2.484
C -4.1626 -1.3919 1.0555 0.029
C -5.4211 -1.3802 1.6467 0.028
C -5.8417 -2.5362 2.2784 -0.755
C -5.0243 -3.6817 2.3054 -0.823
C -3.7778 -3.6899 1.7110 0.077
C -3.3534 -2.5167 1.0854 -0.154
H 3.9661 -3.8467 -1.3020 0.111
H 2.3439 -5.4868 -0.5627 0.351
H 0.0827 -4.9927 -0.0514 0.605
H 2.1090 -0.5053 -1.2359 -1.509
H -5.3098 2.5872 -1.0336 0.798
H -4.4231 4.6120 -2.2020 0.414
H -1.8982 4.8045 -2.4316 0.535
H -0.5307 2.9733 -1.6224 -0.227
H -6.0385 -0.4915 1.6079 0.505
H -6.8128 -2.5673 2.7572 0.410
H -5.3856 -4.5736 2.8042 0.404
H -3.1379 -4.5628 1.7246 0.568
C 1.4331 3.7931 -1.0829 -1.695
Si 1.5537 1.8764 -1.0993 2.223
C 2.9997 1.6233 0.1159 -1.337
C 2.1964 1.5104 -2.8620 0.376
C 3.4218 1.9846 -3.3459 -0.332
C 3.8375 1.7231 -4.6422 -0.865
C 3.0197 0.9815 -5.4916 -0.662
C 1.8031 0.5069 -5.0274 -0.530
C 1.3773 0.7534 -3.7154 -0.334
Si -0.2806 0.0811 -3.0607 2.055
C -0.4719 -1.6735 -3.8070 -1.672
C -1.6037 1.0542 -4.0256 -1.431
H 2.4494 4.1857 -0.9748 0.379
H 0.8363 4.1571 -0.2410 0.198
H 1.0217 4.2112 -2.0064 0.452
H 3.9219 1.3822 -0.4173 0.381
H 2.8136 0.8331 0.8467 0.080
H 3.1593 2.5500 0.6747 0.511
H 4.0701 2.5630 -2.6915 0.323
H 4.7942 2.0932 -4.9953 0.388
H 3.3360 0.7748 -6.5085 0.365
H 1.1771 -0.0797 -5.6961 0.345
H -1.2077 -1.6570 -4.6167 0.569
H -0.8112 -2.4055 -3.0694 0.299
H 0.4713 -2.0307 -4.2287 0.262
H -1.5998 0.7201 -5.0686 0.521
H -1.4052 2.1271 -4.0201 0.292
H -2.6090 0.8963 -3.6234 0.324
F 0.1525 0.7219 1.2152 -0.745
C -5.3897 5.2632 4.0178 -1.277
Ge -4.6176 3.7659 3.0108 0.553
C -4.2223 2.3060 4.2453 -1.061
C -5.9234 3.1239 1.7097 -0.682
C -3.0204 4.4155 2.0622 -0.925
Se -1.5076 3.1790 2.0311 0.291
C -0.7839 3.6502 3.7675 -1.120
H -6.3111 4.9612 4.5196 0.362
H -5.6208 6.0973 3.3522 0.367
H -4.6865 5.6159 4.7751 0.352
H -5.1579 1.8687 4.5998 0.430
H -3.6556 2.6464 5.1125 0.328
H -3.6465 1.5342 3.7330 0.171
H -6.8571 2.8605 2.2118 0.477
H -5.5344 2.2391 1.1998 -0.203
H -6.1364 3.8897 0.9614 0.341
H -2.6795 5.3737 2.4587 0.579
H -3.2791 4.5754 1.0131 0.164
H -1.5246 3.5047 4.5507 0.237
H -0.4355 4.6817 3.7666 0.315
H 0.0590 2.9849 3.9461 0.308
C 4.0640 -3.3961 2.3499 -0.626
P 2.9136 -2.0524 1.7572 -0.366
C 3.0670 -2.1763 -0.1013 1.581
C 2.3364 -2.5281 -2.1297 0.175
C 3.2692 -1.9579 -3.1488 -1.713
C 4.4147 -1.3417 -2.8651 -0.891
C 4.9282 -1.1058 -1.5143 -1.247
C 4.3722 -1.4416 -0.3482 -1.347
C 1.3789 -2.7506 2.5020 0.790
C 1.0883 -4.0935 2.7468 0.004
C -0.0537 -4.4580 3.4412 -0.943
C -0.9354 -3.4850 3.8982 -0.430
C -0.6636 -2.1484 3.6612 -0.596
C 0.4921 -1.7852 2.9799 -0.781
P 5.8742 -3.2849 2.0797 -0.402
C 6.1174 -4.1998 0.5014 0.816
C 6.9948 -3.6638 -0.4361 -0.259
C 7.2362 -4.3130 -1.6396 -0.526
C 6.5985 -5.5126 -1.9183 -0.512
C 5.7305 -6.0654 -0.9848 -0.592
C 5.4957 -5.4133 0.2159 -0.596
C 6.4715 -4.6268 3.1982 0.673
C 5.6729 -5.3768 4.0565 -0.145
C 6.2282 -6.3634 4.8658 -0.713
C 7.5888 -6.6183 4.8260 -0.437
C 8.3981 -5.8756 3.9737 -0.647
C 7.8439 -4.8885 3.1770 -0.454
H 3.6949 -4.3875 2.0764 -0.174
H 3.9430 -3.3096 3.4348 1.008
H 1.4911 -3.0094 -2.6106 1.181
H 2.9751 -2.0463 -4.1889 0.372
H 5.0078 -0.9479 -3.6823 0.422
H 5.8730 -0.5726 -1.4596 0.415
H 4.9159 -1.1208 0.5384 0.667
H 1.7459 -4.8715 2.3811 0.257
H -0.2647 -5.5069 3.6150 0.399
H -1.8372 -3.7720 4.4254 0.413
H -1.3513 -1.3809 3.9964 0.471
H 0.6993 -0.7396 2.7881 0.400
H 7.4710 -2.7116 -0.2304 0.358
H 7.9099 -3.8738 -2.3648 0.391
H 6.7720 -6.0151 -2.8617 0.381
H 5.2303 -7.0030 -1.1959 0.386
H 4.8232 -5.8629 0.9389 0.338
H 4.6049 -5.2074 4.1015 0.317
H 5.5871 -6.9352 5.5257 0.395
H 8.0194 -7.3877 5.4546 0.360
H 9.4640 -6.0643 3.9340 0.365
H 8.4854 -4.3121 2.5182 0.353